# 1
Here is a 2-piece molecular cluster, C7H14FN2O overall at a distorted geometry from the OMol25 dataset. Energies are from ωB97M-V with the def2-TZVPD basis set.

Multiplicity: 1
Calculated total energy, Ha: -559.38432
Net charge: +1
LUMO, eV: -5.612

Cartesian coordinates (Å):
F 2.892 2.350 0.832
C 2.216 1.985 -0.439
C 1.854 3.218 -1.510
C 0.571 3.800 -0.608
C -0.201 2.331 -0.479
N 0.805 1.365 -0.359
H 2.947 1.203 -0.942
H 2.709 3.967 -1.792
H 1.277 2.652 -2.381
H 0.032 4.664 -1.184
H 0.839 4.004 0.537
H -1.374 2.136 -0.486
H 0.717 0.327 -0.239
C -0.350 -3.878 1.408
C -0.298 -2.425 1.028
O 0.696 -1.731 1.230
N -1.400 -1.876 0.440
C -2.654 -2.515 0.120
H 0.601 -4.170 1.865
H -1.148 -4.047 2.135
H -0.508 -4.492 0.518
H -1.288 -0.894 0.214
H -2.814 -2.425 -0.957
H -3.450 -1.983 0.647
H -2.670 -3.568 0.404

Force components x, y, z for each atom (eV/Å):
F -2.7 -0.7 -3.2
C 2.0 -0.3 -2.1
C -1.2 -0.9 2.3
C 0.0 -1.5 -0.3
C 3.1 -0.9 0.3
N -2.2 3.6 0.4
H -1.7 1.5 1.3
H -1.8 -1.6 0.7
H 2.0 1.5 1.4
H 0.6 -1.9 1.5
H -0.4 0.0 -2.6
H 2.8 0.1 0.1
H -0.2 0.9 0.3
C 0.2 -0.1 0.1
C 0.1 0.4 0.0
O -0.1 0.3 -0.4
N 0.7 -0.2 0.3
C -0.3 0.4 -0.2
H -0.2 0.2 -0.1
H 0.0 -0.1 -0.2
H -0.1 0.0 0.2
H -0.2 -0.3 0.1
H -0.2 -0.2 0.1
H -0.2 -0.3 -0.1
H 0.1 0.3 0.0

Let us look at the Mulliken charges, expressed in e, one per atom: -0.26, 0.07, -0.57, -0.59, 0.04, 0.07, 0.32, 0.35, 0.30, 0.34, 0.32, 0.37, 0.18, -1.35, 0.94, -0.64, -0.02, -0.85, 0.29, 0.38, 0.37, -0.01, 0.29, 0.30, 0.33



# 2
Here is C7H14GdPS as an isolated structure at a distorted geometry from the OMol25 dataset. Energies are from ωB97M-V with the def2-TZVPD basis set.

Multiplicity: 8
Calculated total energy, Ha: -1779.98031
LUMO (alpha / beta), eV: 0.127 / 0.053
<S²>: 15.7942

Cartesian coordinates (Å):
C -0.703 -0.403 -2.911
C -1.532 0.606 -2.265
C -0.645 1.574 -1.610
C 0.751 1.142 -1.875
C 0.694 -0.068 -2.677
Gd -0.318 -0.340 -0.497
P -0.367 -2.999 -0.226
H -1.073 -1.276 -3.460
H -2.624 0.652 -2.258
H -0.946 2.397 -0.958
H 1.566 -0.610 -3.056
H 1.647 1.650 -1.516
H 0.773 -3.644 -0.686
H -1.466 -3.607 -0.824
H -0.461 -3.250 1.162
C 0.851 2.194 2.814
S 0.404 1.193 1.464
C 0.197 -0.366 2.383
H 1.483 2.998 2.451
H 1.434 1.585 3.501
H -0.055 2.567 3.287
H 1.131 -0.933 2.376
H -0.099 -0.109 3.401
H -0.642 -0.952 1.979

Force components x, y, z for each atom (eV/Å):
C 0.3 1.8 -0.3
C 1.4 1.0 -1.3
C 0.4 0.3 -3.2
C -1.5 0.8 -1.7
C -0.8 1.0 -0.6
Gd -0.1 -3.6 5.6
P -0.3 0.9 -0.1
H 0.2 0.5 0.3
H 0.5 -0.1 0.0
H 0.1 -0.3 -0.4
H -0.5 0.2 0.2
H -0.3 -0.3 -0.2
H 0.1 -1.2 0.1
H 0.0 -1.1 0.1
H 0.1 -0.6 -0.3
C 0.3 0.7 0.9
S 0.1 -0.4 0.1
C -0.2 0.0 0.3
H -0.1 0.2 0.1
H 0.1 0.2 0.2
H 0.2 0.2 0.2
H -0.2 0.0 0.1
H 0.0 -0.1 0.0
H 0.3 0.0 0.0

Let us look at the Mulliken charges, expressed in e, one per atom: -0.37, -0.44, -0.45, -0.40, -0.40, -0.01, -0.01, 0.45, 0.29, 0.41, 0.34, 0.34, 0.03, 0.04, 0.05, -1.01, 0.07, -0.88, 0.35, 0.33, 0.30, 0.30, 0.40, 0.27



# 3
Here is an isolated ion of composition C7H14N and charge +1 at a distorted geometry from the OMol25 dataset. Energies are from ωB97M-V with the def2-TZVPD basis set.

Multiplicity: 3
Calculated total energy, Ha: -329.38164
Net charge: +1
LUMO (alpha / beta), eV: -2.810 / -6.458
<S²>: 2.0060

Cartesian coordinates (Å):
C -2.562 0.778 -0.070
C -1.171 1.027 -0.327
C -2.794 -0.529 -0.123
C -0.265 0.060 -0.049
C -0.366 -1.108 0.849
C 1.909 1.168 0.619
C 1.935 -0.716 -0.885
N 1.122 0.438 -0.395
H -3.259 1.540 0.266
H -1.014 1.892 -0.892
H -3.766 -0.896 0.003
H -2.187 -1.277 -0.673
H 0.373 -1.055 1.653
H -0.414 -2.073 0.406
H -1.417 -1.156 1.475
H 2.854 1.308 0.184
H 1.465 2.076 0.836
H 2.129 0.531 1.450
H 1.753 -1.585 -0.171
H 1.535 -1.166 -1.963
H 3.000 -0.329 -1.091
H 1.138 1.072 -1.101

Force components x, y, z for each atom (eV/Å):
C 4.9 3.7 0.1
C -6.2 2.5 0.4
C -2.2 -5.4 -1.0
C 3.3 -2.5 -0.1
C -3.0 0.6 3.0
C 0.6 -1.7 0.4
C 0.0 -2.2 -2.6
N 0.4 -2.8 1.5
H -0.1 0.0 -0.8
H 1.1 1.6 -0.2
H -1.4 -0.5 0.5
H -0.2 1.0 0.6
H 0.1 -0.2 -0.1
H 0.6 -0.9 -0.7
H 2.8 0.6 -1.5
H 1.3 0.6 -0.7
H -1.0 1.6 0.7
H -0.4 -0.2 0.8
H 1.1 1.4 -0.8
H 0.7 1.6 2.8
H -1.6 -1.1 0.8
H -0.7 2.2 -3.1

Let us look at the Mulliken charges, expressed in e, one per atom: 0.04, -0.67, -1.29, 0.83, -1.79, -0.99, -0.74, 0.11, 0.45, 0.41, 0.36, 0.37, 0.46, 0.47, 0.45, 0.46, 0.37, 0.39, 0.33, 0.31, 0.38, 0.30



# 4
Here is a 2-piece molecular cluster, C7H14N2 overall at a distorted geometry from the OMol25 dataset. Energies are from ωB97M-V with the def2-TZVPD basis set.

Multiplicity: 2
Calculated total energy, Ha: -384.51308
Net charge: -1
LUMO (alpha / beta), eV: 3.645 / 3.559
<S²>: 0.7504

Cartesian coordinates (Å):
C -2.679 0.323 -1.129
C -1.175 -2.833 -0.825
C -1.713 -0.791 -1.067
C -0.369 -0.808 -1.384
N -2.232 -2.068 -0.757
N -0.094 -2.229 -1.457
H -1.400 -3.946 -0.450
H 0.878 -2.677 -1.531
H 0.380 -0.074 -1.601
H -2.465 1.324 -1.545
H -3.130 0.536 -0.227
H -3.432 -0.128 -1.747
C 2.531 2.817 1.890
C 3.149 1.634 1.013
C 1.341 2.482 2.810
H 3.388 3.085 2.406
H 2.182 3.603 1.297
H 3.351 2.056 -0.011
H 1.061 3.495 3.298
H 2.579 0.762 0.761
H 4.161 1.338 1.376
H 0.415 2.036 2.212
H 1.805 1.724 3.415

Force components x, y, z for each atom (eV/Å):
C 0.0 0.4 -1.7
C -0.8 -2.5 -0.7
C 1.3 0.4 -0.2
C -1.7 -3.1 -0.3
N 1.5 1.8 0.3
N 0.8 0.0 2.2
H 1.6 2.4 -1.4
H -1.6 1.0 0.3
H 0.0 0.1 -0.2
H 0.8 -0.8 -0.1
H -1.0 0.2 2.3
H -0.9 0.2 -0.4
C -1.1 -3.0 -1.4
C 0.7 1.7 -1.0
C -0.7 0.7 -1.4
H 1.2 1.2 1.6
H 0.0 1.3 -1.4
H 0.0 -0.2 0.8
H 0.2 -2.0 -0.2
H -0.6 -0.4 0.5
H -0.8 0.0 0.0
H 2.0 1.0 1.3
H -0.8 -0.3 1.2

Let us look at the Mulliken charges, expressed in e, one per atom: -1.36, -0.85, 1.56, -2.26, -0.55, -0.37, 0.44, 0.67, 0.91, 0.40, 0.33, 0.35, -0.39, -1.62, -1.11, 0.25, 0.61, 0.31, 0.24, 0.46, 0.34, 0.24, 0.41



# 5
Here is a 2-piece molecular cluster, C7H14N2 overall at a distorted geometry from the OMol25 dataset. Energies are from ωB97M-V with the def2-TZVPD basis set.

Multiplicity: 2
Calculated total energy, Ha: -384.50929
Net charge: -1
LUMO (alpha / beta), eV: 3.784 / 3.683
<S²>: 0.7503

Cartesian coordinates (Å):
C 1.455 1.450 -0.468
C 0.389 -0.253 1.138
C 0.679 1.027 0.860
C 0.732 0.974 3.025
N 0.551 -0.303 2.564
N 0.966 1.836 2.056
H 0.331 -1.245 0.692
H 0.480 -1.139 3.045
H 2.261 0.774 -0.560
H 1.805 2.516 -0.296
H 0.603 1.320 4.020
H 0.738 1.593 -1.351
C -0.779 -1.201 -2.286
C -1.376 -2.393 -3.087
C -1.954 -0.317 -2.122
H -0.396 -1.466 -1.416
H 0.199 -0.694 -2.662
H -1.446 -2.134 -4.117
H -2.475 -2.560 -2.765
H -2.192 0.239 -3.068
H -2.844 -0.849 -1.782
H -0.834 -3.291 -3.107
H -1.721 0.478 -1.328

Force components x, y, z for each atom (eV/Å):
C -3.4 2.7 1.1
C 1.1 -0.7 3.8
C 3.0 2.4 -1.3
C 0.4 -0.4 -1.7
N -1.2 2.8 -2.2
N -1.7 -2.2 -1.7
H -0.1 0.6 -0.5
H -0.4 -1.9 1.5
H 0.8 -0.6 -0.7
H -0.1 -1.3 -0.1
H 0.3 -0.4 0.9
H 1.2 -0.9 0.9
C -0.2 0.2 -4.2
C -1.2 1.0 0.6
C 0.0 3.5 0.9
H 1.0 -1.7 4.3
H -2.0 -0.6 -0.5
H -0.2 0.5 -1.1
H 2.0 -0.1 -0.3
H 0.0 -0.5 0.7
H 0.1 0.0 0.0
H 0.8 -1.4 0.5
H -0.5 -0.8 -1.0

Let us look at the Mulliken charges, expressed in e, one per atom: -1.21, -3.72, 1.77, -0.89, 0.45, -0.62, 0.30, 1.11, 0.43, 0.34, 0.54, 0.21, 1.26, -1.60, -1.27, -0.63, 0.21, 0.32, 0.26, 0.26, 0.49, 0.71, 0.29



# 6
Here is a 2-piece molecular cluster, C7H14N2 overall at a distorted geometry from the OMol25 dataset. Energies are from ωB97M-V with the def2-TZVPD basis set.

Multiplicity: 1
Calculated total energy, Ha: -384.37229
LUMO (alpha / beta), eV: -0.274 / -0.181

Cartesian coordinates (Å):
C 1.165 2.417 -0.120
C 0.151 1.574 0.155
C 0.034 0.225 -0.121
C 2.092 -0.343 1.320
C 1.252 -2.006 -0.266
C -2.735 -0.280 -1.457
C 0.873 -0.810 0.584
N -2.595 0.443 0.699
N -2.203 -0.394 -0.126
H 1.099 3.415 -0.114
H 2.243 2.086 -0.185
H -0.783 2.102 0.378
H 1.722 0.450 1.903
H 2.420 -1.259 1.783
H 2.899 -0.036 0.686
H 1.631 -1.504 -1.148
H 1.956 -2.598 0.336
H 0.462 -2.727 -0.602
H -3.454 -1.108 -1.592
H -1.903 -0.474 -2.148
H -3.319 0.668 -1.560
H 0.104 -1.036 1.339
H -3.110 1.194 0.257

Force components x, y, z for each atom (eV/Å):
C 2.8 -4.1 0.7
C -0.9 1.9 0.1
C 1.5 -1.5 -0.4
C -0.3 -0.8 -0.6
C -1.0 -0.8 -0.2
C -0.4 -0.4 -0.6
C -1.7 0.5 -1.0
N 0.9 -0.7 0.9
N -0.6 0.0 0.9
H -0.8 3.6 0.0
H -1.4 0.0 -0.4
H -0.1 -0.3 -0.2
H 0.5 0.9 1.5
H 0.4 0.2 1.1
H 0.3 0.4 -0.5
H 0.8 -0.7 -0.4
H 0.2 0.1 -0.8
H 0.3 1.0 0.4
H 0.3 0.2 0.1
H -0.4 0.6 -0.1
H 0.7 -0.4 -0.4
H -0.1 -0.4 0.2
H -0.8 0.6 -0.5

Let us look at the Mulliken charges, expressed in e, one per atom: -0.99, -0.13, -0.04, -1.74, -1.29, -0.81, 1.11, -0.59, 0.22, 0.40, 0.17, 0.15, 0.49, 0.48, 0.30, 0.37, 0.36, 0.27, 0.27, 0.26, 0.33, 0.16, 0.24